C5H7NO | ωB97M-V/def2-TZVPD

```
! RIJCOSX wB97M-V def2-TZVPD def2/J DEFGRID3
* xyz 0 1
C -1.768 0.127 0.553
N -0.388 -0.144 0.240
C 0.182 -1.391 0.030
C 1.460 -1.195 -0.372
C 1.684 0.208 -0.538
C 0.520 0.809 -0.080
O 0.135 2.090 0.158
H -2.191 0.795 -0.202
H -1.867 0.593 1.534
H -2.307 -0.820 0.537
H -0.413 -2.286 0.095
H 2.234 -1.917 -0.591
H 2.057 0.283 -1.544
H 0.917 2.656 0.183
*
```

Computed properties:
SMILES = Cn1cccc1O
highest occupied orbital energy = -7.696 eV
Kohn-Sham gap = 8.48 eV
calculated total energy = -8834.46941 eV

Atomic partial charges in e from the natural (NBO) method, atoms 1 to 6: -0.40, -0.36, -0.10, -0.25, -0.50, 0.48


C5H7NO | ωB97M-V/def2-TZVPD

```
! RIJCOSX wB97M-V def2-TZVPD def2/J DEFGRID3
* xyz 0 1
C 1.706 2.266 -0.604
C 0.654 1.699 -0.441
C -0.537 0.816 -0.351
N -0.721 0.279 1.006
C -0.795 -1.178 0.822
C 0.049 -1.384 -0.433
O -0.370 -0.291 -1.236
H 2.650 2.746 -0.763
H -1.449 1.320 -0.691
H 0.103 0.509 1.555
H -1.832 -1.482 0.620
H -0.453 -1.706 1.716
H 1.122 -1.269 -0.232
H -0.126 -2.324 -0.971
*
```

Computed properties:
SMILES = C#C[C@@H]1NCCO1
highest occupied orbital energy = -9.663 eV
Kohn-Sham gap = 10.70 eV
calculated total energy = -8833.42345 eV

Atomic partial charges in e from the natural (NBO) method, atoms 1 to 6: -0.23, -0.04, 0.16, -0.61, -0.25, -0.09


C5H7NO | ωB97M-V/def2-TZVPD

```
! RIJCOSX wB97M-V def2-TZVPD def2/J DEFGRID3
* xyz 0 1
O -1.322 -2.068 0.629
C -1.135 -0.992 0.141
C -1.226 -0.167 -1.059
C -0.991 0.548 0.286
C 0.454 0.664 0.703
C 1.597 0.429 -0.222
N 0.995 -0.675 0.474
H -2.283 -0.166 -1.315
H -0.559 -0.078 -1.914
H -1.698 1.311 0.622
H 0.662 1.196 1.633
H 2.593 0.712 0.106
H 1.434 0.448 -1.297
H 1.481 -1.161 1.213
*
```

Computed properties:
SMILES = O=C1C[C@@H]1[C@@H]1CN1
highest occupied orbital energy = -8.442 eV
Kohn-Sham gap = 9.42 eV
calculated total energy = -8832.36464 eV

Atomic partial charges in e from the natural (NBO) method, atoms 1 to 6: -0.54, 0.66, -0.54, -0.36, -0.08, -0.25


C5H7NO | ωB97M-V/def2-TZVPD

```
! RIJCOSX wB97M-V def2-TZVPD def2/J DEFGRID3
* xyz 0 1
H -2.136 -2.155 1.053
N -1.903 -1.171 1.136
C -0.802 -0.803 0.636
O 0.169 -1.537 -0.002
C 1.267 -0.684 -0.453
C 0.896 0.739 -0.082
C -0.350 1.230 -0.747
C -0.415 0.624 0.626
H 1.343 -0.850 -1.532
H 2.229 -0.965 -0.002
H 1.651 1.429 0.283
H -0.717 0.635 -1.582
H -0.539 2.294 -0.819
H -0.693 1.213 1.487
*
```

Computed properties:
SMILES = [H]/N=C1\OC[C@H]2C[C@@H]12
highest occupied orbital energy = -9.759 eV
Kohn-Sham gap = 10.77 eV
calculated total energy = -8834.94067 eV

Atomic partial charges in e from the natural (NBO) method, atoms 1 to 6: 0.35, -0.70, 0.57, -0.51, -0.06, -0.26


C5H7NO | ωB97M-V/def2-TZVPD

```
! RIJCOSX wB97M-V def2-TZVPD def2/J DEFGRID3
* xyz 0 1
C 2.427 0.000 -0.020
C 0.952 0.216 -0.013
C -0.046 -0.701 -0.081
C -1.277 0.046 0.019
N -2.643 -0.361 -0.003
C -0.915 1.347 0.132
O 0.441 1.472 0.108
H 2.971 0.812 -0.508
H 2.614 -0.933 -0.565
H 2.822 -0.113 0.997
H 0.115 -1.766 -0.221
H -2.878 -0.978 0.765
H -2.877 -0.858 -0.850
H -1.517 2.246 0.170
*
```

Computed properties:
SMILES = Cc1cc(N)co1
highest occupied orbital energy = -8.390 eV
Kohn-Sham gap = 9.41 eV
calculated total energy = -8835.37477 eV

Atomic partial charges in e from the natural (NBO) method, atoms 1 to 6: -0.65, 0.30, -0.35, 0.05, -0.84, 0.07


C5H7NO | ωB97M-V/def2-TZVPD

```
! RIJCOSX wB97M-V def2-TZVPD def2/J DEFGRID3
* xyz 0 1
C 1.409 1.262 0.560
C 0.436 0.508 -0.320
C 0.439 -1.028 -0.210
C -0.725 -1.489 -0.772
N -1.616 -0.432 -0.992
C -0.957 0.310 0.167
O -1.319 0.258 1.316
H 2.438 0.980 0.313
H 1.224 1.033 1.612
H 1.316 2.345 0.424
H 0.474 0.814 -1.373
H 0.511 -1.336 0.850
H -1.053 -2.527 -0.793
H -2.577 -0.699 -0.785
*
```

Computed properties:
highest occupied orbital energy = -8.398 eV
Kohn-Sham gap = 9.14 eV
calculated total energy = -8833.13792 eV

Atomic partial charges in e from the natural (NBO) method, atoms 1 to 6: -0.61, -0.34, -0.32, 0.10, -0.67, 0.69


C5H7NO | ωB97M-V/def2-TZVPD

```
! RIJCOSX wB97M-V def2-TZVPD def2/J DEFGRID3
* xyz 0 1
C -0.925 -1.049 0.523
C -0.594 0.386 0.090
C -1.606 0.879 -0.857
N -2.393 1.246 -1.621
C 0.795 0.484 -0.563
C 1.895 0.059 0.388
O 1.837 0.223 1.584
H -1.952 -1.121 0.892
H -0.249 -1.353 1.327
H -0.812 -1.742 -0.318
H -0.610 1.036 0.972
H 0.834 -0.107 -1.485
H 1.002 1.523 -0.859
H 2.785 -0.414 -0.074
*
```

Computed properties:
SMILES = C[C@H](C#N)CC=O
highest occupied orbital energy = -10.477 eV
Kohn-Sham gap = 11.11 eV
calculated total energy = -8835.45650 eV

Atomic partial charges in e from the natural (NBO) method, atoms 1 to 6: -0.60, -0.32, 0.29, -0.32, -0.50, 0.44


C5H7NO | ωB97M-V/def2-TZVPD

```
! RIJCOSX wB97M-V def2-TZVPD def2/J DEFGRID3
* xyz 0 1
C 1.538 -0.657 0.616
N 0.620 -1.461 0.268
C -0.444 -0.962 -0.588
C -1.453 -0.444 0.376
C -0.676 0.510 -0.555
C 0.492 1.352 -0.105
O 1.659 0.631 0.299
H 2.341 -0.942 1.296
H -0.611 -1.578 -1.459
H -0.740 -0.934 1.288
H -2.543 -0.507 0.117
H -1.203 0.944 -1.419
H 0.254 1.978 0.753
H 0.857 1.988 -0.908
*
```

Computed properties:
SMILES = C1=N[C@H]2C[C@H]2CO1
highest occupied orbital energy = -9.465 eV
Kohn-Sham gap = 10.46 eV
calculated total energy = -8833.08170 eV

Atomic partial charges in e from the natural (NBO) method, atoms 1 to 6: 0.41, -0.51, -0.10, -0.46, -0.30, -0.07


C5H7NO | ωB97M-V/def2-TZVPD

```
! RIJCOSX wB97M-V def2-TZVPD def2/J DEFGRID3
* xyz 0 1
O 0.088 1.570 -1.350
C -0.398 0.272 -1.125
C 0.550 -0.759 -0.446
C 1.599 -0.034 0.362
C 0.666 -0.327 1.505
N -0.420 -0.939 0.699
C -1.273 0.149 0.128
H 0.996 1.516 -1.672
H -0.858 -0.152 -2.028
H 0.865 -1.614 -1.053
H -1.262 1.073 0.717
H 1.195 -1.119 2.068
H 0.406 0.463 2.219
H -2.303 -0.171 -0.034
*
```

Computed properties:
highest occupied orbital energy = -8.462 eV
Kohn-Sham gap = 8.08 eV
calculated total energy = -8830.13007 eV

Atomic partial charges in e from the natural (NBO) method, atoms 1 to 6: -0.71, 0.10, -0.27, 0.15, -0.42, -0.42


C5H7NO | ωB97M-V/def2-TZVPD

```
! RIJCOSX wB97M-V def2-TZVPD def2/J DEFGRID3
* xyz 0 1
C -0.004 1.433 -0.003
C -1.054 0.481 -0.525
N -1.759 -0.355 0.439
C -0.652 -0.955 -0.275
C 0.675 -0.918 0.320
O 1.623 -0.328 -0.562
C 1.093 0.448 0.494
H -0.341 2.181 0.741
H 0.457 2.010 -0.771
H -1.618 0.746 -1.386
H -1.505 -0.081 1.419
H -0.823 -1.733 -1.006
H 1.065 -1.671 0.986
H 1.743 0.733 1.375
*
```

Computed properties:
SMILES = C1[C@@H]2N[C@@H]2[C@H]2O[C@@H]12
highest occupied orbital energy = -9.610 eV
Kohn-Sham gap = 10.70 eV
calculated total energy = -8833.68136 eV

Atomic partial charges in e from the natural (NBO) method, atoms 1 to 6: -0.45, -0.07, -0.57, -0.11, 0.01, -0.48


C5H7NO | ωB97M-V/def2-TZVPD

```
! RIJCOSX wB97M-V def2-TZVPD def2/J DEFGRID3
* xyz 0 1
C -1.880 0.582 -0.126
C -0.433 0.254 0.043
C 0.600 1.105 0.147
N 1.874 0.426 0.146
C 1.467 -0.873 0.712
O 2.080 -1.540 1.483
C 0.198 -1.102 -0.085
H -2.022 1.666 -0.126
H -2.514 0.158 0.659
H -2.250 0.201 -1.085
H 0.577 2.188 0.120
H 1.912 0.011 -0.852
H -0.388 -2.010 0.052
H 0.779 -1.066 -1.088
*
```

Computed properties:
SMILES = CC1=CNC(=O)C1
highest occupied orbital energy = -9.388 eV
Kohn-Sham gap = 9.99 eV
calculated total energy = -8834.27625 eV

Atomic partial charges in e from the natural (NBO) method, atoms 1 to 6: -0.63, -0.02, -0.05, -0.66, 0.72, -0.49


C5H7NO | ωB97M-V/def2-TZVPD

```
! RIJCOSX wB97M-V def2-TZVPD def2/J DEFGRID3
* xyz 0 1
O -1.144 -1.700 1.286
C -0.436 -0.722 1.291
C 0.697 -0.546 0.316
C 0.607 0.312 -0.899
C -0.247 1.526 -0.643
C 0.509 1.801 0.422
N 1.473 0.709 0.243
H -1.335 -2.232 -0.912
H -0.562 0.072 2.051
H 1.311 -1.440 0.206
H 1.054 0.006 -1.841
H -1.306 -2.222 -1.656
H -1.120 1.947 -1.125
H 0.498 2.490 1.259
*
```

Computed properties:
highest occupied orbital energy = -9.469 eV
Kohn-Sham gap = 10.11 eV
calculated total energy = -8831.38313 eV

Atomic partial charges in e from the natural (NBO) method, atoms 1 to 6: -0.50, 0.42, -0.17, -0.08, -0.26, -0.04


C5H7NO | ωB97M-V/def2-TZVPD

```
! RIJCOSX wB97M-V def2-TZVPD def2/J DEFGRID3
* xyz 0 1
C -0.913 -1.819 -0.531
C 1.238 0.165 1.363
C -0.599 -0.351 -0.501
C 0.256 0.393 0.264
N 0.071 2.744 -0.682
C -0.119 1.528 -0.494
O -1.025 0.567 -1.319
H -0.482 3.144 -1.436
H -0.174 -2.340 -1.147
H -0.831 -2.254 0.468
H -1.915 -2.000 -0.925
H 0.917 -0.682 1.976
H 1.365 1.038 2.005
H 2.211 -0.133 0.959
*
```

Computed properties:
highest occupied orbital energy = -8.343 eV
Kohn-Sham gap = 9.22 eV
calculated total energy = -8834.09718 eV

Atomic partial charges in e from the natural (NBO) method, atoms 1 to 6: -0.68, -0.63, 0.46, -0.29, -0.65, 0.58


C5H7NO | ωB97M-V/def2-TZVPD

```
! RIJCOSX wB97M-V def2-TZVPD def2/J DEFGRID3
* xyz 0 1
C 2.029 -0.136 -0.383
C 0.732 -0.224 0.382
O 0.708 -0.282 1.587
C -0.639 0.097 -0.345
C -1.819 -0.690 0.249
C -0.636 1.515 0.015
N -0.431 2.584 0.434
H 2.866 -0.538 0.197
H 2.222 0.935 -0.513
H 1.977 -0.598 -1.370
H -0.689 0.025 -1.443
H -1.735 -0.703 1.336
H -2.791 -0.265 -0.025
H -1.794 -1.720 -0.122
*
```

Computed properties:
SMILES = CC(=O)[C@@H](C)C#N
highest occupied orbital energy = -10.242 eV
Kohn-Sham gap = 10.74 eV
calculated total energy = -8835.29961 eV

Atomic partial charges in e from the natural (NBO) method, atoms 1 to 6: -0.72, 0.62, -0.51, -0.42, -0.59, 0.27


C5H7NO | ωB97M-V/def2-TZVPD

```
! RIJCOSX wB97M-V def2-TZVPD def2/J DEFGRID3
* xyz 0 1
H -1.229 -3.051 -0.290
N -1.789 -2.366 0.206
C -1.191 -1.222 0.182
C 0.186 -0.884 -0.301
C 0.322 0.596 0.058
C 1.357 1.602 -0.402
C -0.761 0.869 0.783
O -1.648 -0.180 0.938
H 0.577 -1.670 0.384
H 0.423 -1.094 -1.352
H 2.366 1.295 -0.115
H 1.182 2.595 0.038
H 1.366 1.755 -1.493
H -1.068 1.777 1.296
*
```

Computed properties:
SMILES = [H]/N=C1\CC(C)=CO1
highest occupied orbital energy = -8.731 eV
Kohn-Sham gap = 9.49 eV
calculated total energy = -8834.75387 eV

Atomic partial charges in e from the natural (NBO) method, atoms 1 to 6: 0.34, -0.68, 0.57, -0.54, -0.08, -0.63


C5H7NO | ωB97M-V/def2-TZVPD

```
! RIJCOSX wB97M-V def2-TZVPD def2/J DEFGRID3
* xyz 0 1
C -2.378 0.018 0.234
C -1.144 0.520 -0.172
C 0.243 0.031 -0.363
C 0.466 -1.460 -0.273
C 1.323 0.822 0.373
N -3.419 -0.266 0.706
O -0.579 0.621 -1.377
H -0.829 2.523 0.399
H 1.402 -1.783 -0.740
H -0.175 -1.927 -0.906
H 0.508 -1.843 0.718
H 1.329 0.261 1.230
H 1.090 1.821 0.423
H 2.163 0.663 -0.252
*
```

Computed properties:
highest occupied orbital energy (alpha / beta) = -9.144 / -10.107 eV
Kohn-Sham gap (alpha / beta) = 8.34 / 9.23 eV
calculated total energy = -8829.71685 eV

Atomic partial charges in e from the natural (NBO) method, atoms 1 to 6: 0.17, 0.20, 0.24, -0.65, -0.61, -0.24


C5H7NO | ωB97M-V/def2-TZVPD

```
! RIJCOSX wB97M-V def2-TZVPD def2/J DEFGRID3
* xyz 0 1
C -1.930 0.264 0.264
C -0.468 0.052 0.059
N 0.032 -1.145 0.754
C 0.758 0.103 0.900
C 1.804 0.239 -0.176
C 1.293 0.187 -1.419
O 1.072 0.050 -2.566
H -2.241 1.166 -0.262
H -2.152 0.330 1.328
H -2.491 -0.589 -0.142
H -0.042 0.742 -0.817
H 0.576 -1.872 0.296
H 0.829 0.578 1.874
H 2.856 0.025 -0.082
*
```

Computed properties:
SMILES = C[C@@H]1N[C@H]1C=C=O
highest occupied orbital energy = -8.627 eV
Kohn-Sham gap = 9.57 eV
calculated total energy = -8831.94550 eV

Atomic partial charges in e from the natural (NBO) method, atoms 1 to 6: -0.62, -0.04, -0.56, -0.09, -0.55, 0.63


C5H7NO | ωB97M-V/def2-TZVPD

```
! RIJCOSX wB97M-V def2-TZVPD def2/J DEFGRID3
* xyz 0 1
N -2.208 -0.714 1.355
C -1.476 -0.119 0.567
C -0.649 0.574 -0.182
C 0.781 0.174 -0.427
C 1.354 -0.982 0.413
O 1.510 -1.819 -0.740
C 1.043 -0.783 -1.612
H -2.736 -1.482 0.940
H -1.048 1.446 -0.694
H 1.415 1.066 -0.438
H 2.314 -0.769 0.898
H 0.670 -1.417 1.153
H 1.818 -0.463 -2.319
H 0.144 -1.083 -2.165
*
```

Computed properties:
SMILES = N=C=CC1COC1
highest occupied orbital energy = -8.968 eV
Kohn-Sham gap = 9.87 eV
calculated total energy = -8833.46998 eV

Atomic partial charges in e from the natural (NBO) method, atoms 1 to 6: -0.63, 0.42, -0.43, -0.27, -0.05, -0.53


Energy relative to the best compared isomer or geometry (same formula, charge and spin)
In order: 167.2; 268.2; 370.3; 121.8; 79.9; 295.7; 72.0; 301.1; 585.9; 243.3; 185.9; 465.0; 203.2; 87.1; 139.8; 625.8; 410.8; 263.7
Unit: kJ/mol